1 | ORCA calculation (ωB97M-V/def2-TZVPD) on 2 unconnected molecules or ions with the total composition C6H16N4.

ORCA input file:
```
! wB97M-V def2-TZVPD RIJCOSX def2/J DEFGRID3
* xyz 0 1
C 3.25396 0.06428 0.77657
C 1.25196 -1.48821 -0.52589
N 2.10222 0.70259 0.17357
C 1.15829 0.00644 -0.56922
N 2.24418 2.10144 0.04110
N 0.24859 0.55895 -1.26190
H 1.47721 2.57138 0.52004
H 2.24695 2.38469 -0.93763
H 0.21069 1.57472 -1.23859
H 2.95993 -0.59375 1.59604
H 3.91518 0.84556 1.14228
H 3.81360 -0.53369 0.05461
H 0.36338 -1.89144 -1.00165
H 2.15083 -1.83521 -1.03157
H 1.27962 -1.85894 0.49643
C -2.09277 -0.46596 1.43788
C -2.66167 -0.62437 -1.06357
C -2.75282 0.19176 0.26606
N -3.56132 1.13796 0.47483
H -3.99861 1.52202 -0.36230
H -2.30867 0.08289 2.35097
H -2.44227 -1.48937 1.56160
H -3.30048 -0.17870 -1.82524
H -2.89921 -1.67238 -0.88375
H -1.63641 -0.60796 -1.43488
H -1.02235 -0.50470 1.24422
*
```

Output
Structure (SMILES): [H]/N=C(/C)N(C)N.CC(C)=N
Frontier orbital gap: 0.3573 Eh

Löwdin analysis output, partial charges in e: atom 1 (C): -0.0681, atom 2 (C): -0.0294, atom 3 (N): -0.2124, atom 4 (C): -0.4736, atom 5 (N): 0.0483, atom 6 (N): 0.1185, atom 7 (H): 0.0897, atom 8 (H): 0.0854, atom 9 (H): 0.0429, atom 10 (H): 0.0796, atom 11 (H): 0.0811, atom 12 (H): 0.0784, atom 13 (H): 0.0739, atom 14 (H): 0.0823, atom 15 (H): 0.0787, atom 16 (C): -0.0634, atom 17 (C): -0.0523, atom 18 (C): -0.4728, atom 19 (N): 0.1101, atom 20 (H): 0.0430, atom 21 (H): 0.0731, atom 22 (H): 0.0779, atom 23 (H): 0.0660, atom 24 (H): 0.0693, atom 25 (H): 0.0188, atom 26 (H): 0.0548

=====

2 | ORCA calculation (ωB97M-V/def2-TZVPD) on C6H16N4 in the gas phase.

ORCA input file:
```
! wB97M-V def2-TZVPD RIJCOSX def2/J DEFGRID3
* xyz 0 1
N 0.41781 -0.42822 -0.19131
N -0.50608 0.32831 0.22131
N 1.85434 -2.22614 -0.08019
N 0.70545 2.30403 -0.07901
C 0.85644 -1.56114 2.00983
C -0.42033 -2.69711 0.17931
C -1.65442 2.50145 0.17602
C -0.67204 1.62095 -1.92693
C 0.64861 -1.69390 0.48454
C -0.52775 1.66471 -0.39545
H 2.60340 -1.55261 -0.03526
H 1.70166 -2.46952 -1.05971
H 1.48231 1.60309 -0.16893
H 0.84229 3.13750 -0.64806
H 1.53097 -0.73727 2.24390
H -0.11053 -1.38960 2.51132
H 1.30923 -2.45994 2.45327
H -0.11767 -3.68534 0.56004
H -1.38698 -2.47447 0.60580
H -0.62904 -2.74783 -0.90194
H -2.60251 2.00497 0.04246
H -1.66068 3.49428 -0.31031
H -1.54657 2.63042 1.27797
H -1.59679 1.09548 -2.23339
H -0.72531 2.60005 -2.34643
H 0.20417 1.13788 -2.38887
*
```

Output
Structure (SMILES): CC(C)(N)/N=N/C(C)(C)N
Frontier orbital gap: 0.3468 Eh

Löwdin analysis output, partial charges in e: atom 1 (N): 0.0890, atom 2 (N): 0.1317, atom 3 (N): 0.0526, atom 4 (N): 0.0531, atom 5 (C): -0.0358, atom 6 (C): -0.0554, atom 7 (C): -0.0588, atom 8 (C): -0.0579, atom 9 (C): -0.6946, atom 10 (C): -0.6962, atom 11 (H): 0.0717, atom 12 (H): 0.0800, atom 13 (H): 0.0860, atom 14 (H): 0.0829, atom 15 (H): 0.0715, atom 16 (H): 0.0794, atom 17 (H): 0.0849, atom 18 (H): 0.0959, atom 19 (H): 0.0723, atom 20 (H): 0.0852, atom 21 (H): 0.0677, atom 22 (H): 0.0867, atom 23 (H): 0.0885, atom 24 (H): 0.0841, atom 25 (H): 0.0605, atom 26 (H): 0.0750

=====

In kJ/mol, relative to the most stable structure: 1 25.1; 2 0.0.

=====

1 | ORCA calculation (ωB97M-V/def2-TZVPD) on C6H4N2O2S in the gas phase.

ORCA input file:
```
! wB97M-V def2-TZVPD RIJCOSX def2/J DEFGRID3
* xyz 0 1
C -1.25404 2.44962 -0.03293
C -0.00994 2.27167 -0.00939
C -1.96613 1.31414 -0.12808
C -1.21785 0.16510 0.05124
C 0.19869 0.18786 -0.06531
C 2.78289 -0.99293 -0.02577
N 0.86231 1.35327 -0.03760
N -2.01374 -1.04083 0.07119
O -3.17066 -0.93635 -0.32392
O -1.51609 -1.99137 0.59783
S 1.02158 -1.32408 -0.11631
H -3.10441 1.33865 -0.11874
H 2.85005 -0.79498 1.00318
H 3.30037 -0.12779 -0.64163
H 3.23696 -1.87197 -0.22378
*
```

Output
Structure (SMILES): CSc1nc#ccc1[N+](=O)[O-]
Frontier orbital gap: 0.3056 Eh

Löwdin analysis output, partial charges in e: atom 1 (C): 0.0128, atom 2 (C): -0.0275, atom 3 (C): -0.0402, atom 4 (C): -0.1641, atom 5 (C): -0.5146, atom 6 (C): -0.3659, atom 7 (N): 0.1162, atom 8 (N): -0.3694, atom 9 (O): 0.0693, atom 10 (O): 0.0461, atom 11 (S): 0.9972, atom 12 (H): 0.1455, atom 13 (H): 0.0076, atom 14 (H): 0.1053, atom 15 (H): -0.0183

=====

2 | ORCA calculation (ωB97M-V/def2-TZVPD) on C6H4N2O2S in the gas phase.

ORCA input file:
```
! wB97M-V def2-TZVPD RIJCOSX def2/J DEFGRID3
* xyz 0 1
C 2.61685 -1.38628 -0.05909
C 2.33151 -0.13426 0.18308
C -0.10482 -0.40282 0.79879
C 1.92281 1.09924 -0.28665
C -0.34316 1.03748 0.72120
C -2.70745 -1.01305 -0.19673
N 3.01029 -2.45517 -0.23696
N 0.78871 1.64741 0.15344
O 2.66597 1.72657 -1.04080
O -1.40781 1.53630 0.93505
S -0.94748 -1.64339 0.21093
H -2.72802 -0.02980 0.16772
H -3.32247 -1.80423 0.10160
H -2.50912 -0.76320 -1.32837
H 0.73418 2.58521 -0.12320
*
```

Output
Frontier orbital gap: 0.2458 Eh

Löwdin analysis output, partial charges in e: atom 1 (C): -0.3075, atom 2 (C): 0.1375, atom 3 (C): -0.3159, atom 4 (C): -0.5832, atom 5 (C): -0.5112, atom 6 (C): -0.2371, atom 7 (N): 0.1883, atom 8 (N): 0.1787, atom 9 (O): 0.0838, atom 10 (O): 0.0999, atom 11 (S): 1.0191, atom 12 (H): -0.0093, atom 13 (H): 0.0130, atom 14 (H): 0.0913, atom 15 (H): 0.1525

=====

In kJ/mol, relative to the most stable structure: 1 113.9; 2 0.0.

=====

1 | ORCA calculation (ωB97M-V/def2-TZVPD) on 2 unconnected molecules or ions with the total composition C7H12N4OS.

ORCA input file:
```
! wB97M-V def2-TZVPD RIJCOSX def2/J DEFGRID3
* xyz 2 1
C -2.47247 1.76440 -0.33259
C -1.14870 1.88873 -0.50733
C -3.05924 0.56763 0.29768
C -0.20194 0.86909 -0.15595
C -2.01537 -0.35271 0.96542
C -1.03366 -1.19885 -1.10225
C 4.70454 0.09863 -0.31574
N 1.03903 1.05746 -0.15261
N 2.17896 0.62825 -0.12646
N 0.23364 -1.23723 0.84446
N -0.75419 -0.53174 0.19575
O -4.22428 0.32246 0.35430
S 3.42211 0.63632 0.81366
H -3.16114 2.54206 -0.63148
H -0.72103 2.78926 -0.93015
H -1.79053 0.08218 1.94862
H -2.46981 -1.33667 1.12074
H -0.10877 -1.28367 -1.67025
H -1.40532 -2.20543 -0.90699
H -1.77580 -0.64497 -1.67437
H 5.60945 -0.04109 0.27445
H 4.88862 0.86608 -1.06695
H 4.43476 -0.83703 -0.79786
H -0.41984 -3.42255 1.71688
H 0.25097 -1.02064 1.83899
*
```

Output
Frontier orbital gap (spin up / spin down): 0.2892 / 0.2649 Eh

Löwdin analysis output, partial charges in e: atom 1 (C): 0.0804, atom 2 (C): 0.0395, atom 3 (C): -0.3622, atom 4 (C): -0.1486, atom 5 (C): -0.0113, atom 6 (C): 0.0552, atom 7 (C): -0.2680, atom 8 (N): 0.1147, atom 9 (N): -0.2756, atom 10 (N): 0.1952, atom 11 (N): -0.3089, atom 12 (O): 0.2145, atom 13 (S): 1.1637, atom 14 (H): 0.1528, atom 15 (H): 0.1499, atom 16 (H): 0.1663, atom 17 (H): 0.1525, atom 18 (H): 0.1240, atom 19 (H): 0.1239, atom 20 (H): 0.1274, atom 21 (H): 0.0717, atom 22 (H): 0.0738, atom 23 (H): 0.0707, atom 24 (H): 0.2193, atom 25 (H): 0.0791

=====

2 | ORCA calculation (ωB97M-V/def2-TZVPD) on a gas-phase ion, C7H12N4OS (charge +2).

ORCA input file:
```
! wB97M-V def2-TZVPD RIJCOSX def2/J DEFGRID3
* xyz 2 1
C 0.91828 -0.73232 -1.69863
C 0.65283 0.75131 -1.87450
C 1.18532 -0.96953 -0.19620
C 0.63185 1.55564 -0.86570
C 0.21398 -2.02207 0.29685
C -1.88349 -2.89625 -0.67948
C 0.22932 4.09168 3.39856
N 0.74846 2.13784 0.17896
N 0.46272 2.76886 1.18693
N -0.28894 -1.58974 -1.91034
N -0.85672 -1.86261 -0.64225
O 1.75811 -0.23669 0.57181
S 0.04481 4.21676 1.60378
H 1.72905 -1.06987 -2.25154
H 0.45842 1.26061 -2.84379
H 0.78750 -2.99534 0.36138
H -0.08436 -1.80564 1.30919
H -2.72465 -2.60372 -1.31374
H -1.57306 -3.73867 -1.18973
H -2.24265 -2.90590 0.40854
H 1.34739 4.24687 3.51192
H -0.06402 3.06489 3.87993
H -0.36794 4.90892 3.69631
H -0.90870 -1.15851 -2.51834
H -0.17352 -2.41654 -2.41995
*
```

Output
Frontier orbital gap: 0.2908 Eh

Löwdin analysis output, partial charges in e: atom 1 (C): -0.0828, atom 2 (C): 0.0522, atom 3 (C): -0.2797, atom 4 (C): 0.0121, atom 5 (C): -0.0640, atom 6 (C): 0.0028, atom 7 (C): -0.2789, atom 8 (N): 0.0870, atom 9 (N): -0.2800, atom 10 (N): 0.1518, atom 11 (N): -0.1642, atom 12 (O): 0.1557, atom 13 (S): 1.1380, atom 14 (H): 0.1587, atom 15 (H): 0.1613, atom 16 (H): 0.1741, atom 17 (H): 0.1482, atom 18 (H): 0.1048, atom 19 (H): 0.0726, atom 20 (H): 0.1540, atom 21 (H): 0.0822, atom 22 (H): 0.1204, atom 23 (H): 0.0237, atom 24 (H): 0.1729, atom 25 (H): 0.1770

=====

In kJ/mol, relative to the most stable structure: 1 321.1; 2 0.0.

=====

1 | ORCA calculation (ωB97M-V/def2-TZVPD) on 2 unconnected molecules or ions with the total composition C6H14.

ORCA input file:
```
! wB97M-V def2-TZVPD RIJCOSX def2/J DEFGRID3
* xyz 1 2
C -0.87138 0.94333 1.44534
C -2.10442 1.12461 2.27283
C -1.83749 1.07218 3.75799
H -0.58334 -0.13178 1.25949
H -1.08141 1.37564 0.44029
H 0.04688 1.59337 1.67250
H -2.55566 2.05665 1.86710
H -2.81584 0.31269 2.00667
H -1.96972 0.14280 4.33977
H -2.50030 1.72736 4.31279
H -0.81604 1.30709 4.03733
C 1.15655 -0.60781 -3.68248
C 1.72853 -1.75964 -2.77967
C 3.01927 -1.76299 -2.22350
H 0.12654 -0.81901 -3.91155
H 1.85933 -0.37601 -4.57312
H 1.02210 0.27200 -3.19742
H 1.08020 -2.55685 -2.49408
H 3.30458 -2.53052 -1.55315
H 3.79165 -1.38311 -2.99714
*
```

Output
Expectation value of S²: 0.75
Frontier orbital gap (spin up / spin down): 0.2537 / 0.1398 Eh

Löwdin analysis output, partial charges in e: atom 1 (C): -0.1807, atom 2 (C): -0.3386, atom 3 (C): -0.1301, atom 4 (H): 0.0727, atom 5 (H): 0.0571, atom 6 (H): 0.0932, atom 7 (H): 0.1112, atom 8 (H): 0.1106, atom 9 (H): 0.0766, atom 10 (H): 0.0657, atom 11 (H): 0.0625, atom 12 (C): 0.0086, atom 13 (C): 0.0640, atom 14 (C): 0.2464, atom 15 (H): 0.0881, atom 16 (H): 0.1540, atom 17 (H): 0.0581, atom 18 (H): 0.1266, atom 19 (H): 0.0947, atom 20 (H): 0.1592

=====

2 | ORCA calculation (ωB97M-V/def2-TZVPD) on 2 unconnected molecules or ions with the total composition C6H14.

ORCA input file:
```
! wB97M-V def2-TZVPD RIJCOSX def2/J DEFGRID3
* xyz 1 2
C 0.58285 -1.24597 -2.30741
C 1.66690 -0.48863 -1.48217
C 1.76517 -1.09323 -0.10110
H 0.90497 -2.16579 -2.79271
H 0.19805 -0.61971 -3.11438
H -0.26376 -1.44096 -1.64399
H 1.29569 0.54329 -1.55132
H 2.60995 -0.39880 -2.01574
H 2.49998 -0.57025 0.51231
H 0.83089 -1.09187 0.47251
H 1.98095 -2.15479 -0.23056
C -0.94835 1.79026 2.32980
C -1.84090 1.50519 1.17162
C -2.11370 0.21275 0.79392
H -1.36030 1.19914 3.16605
H 0.05729 1.40462 2.13034
H -1.00064 2.83575 2.60970
H -2.32642 2.35968 0.71590
H -2.99494 0.05481 0.17976
H -1.54367 -0.63547 1.15748
*
```

Output
Expectation value of S²: 0.75
Frontier orbital gap (spin up / spin down): 0.3197 / 0.1836 Eh

Löwdin analysis output, partial charges in e: atom 1 (C): -0.1182, atom 2 (C): -0.3098, atom 3 (C): -0.1293, atom 4 (H): 0.0736, atom 5 (H): 0.0657, atom 6 (H): 0.0500, atom 7 (H): 0.0887, atom 8 (H): 0.1037, atom 9 (H): 0.0726, atom 10 (H): 0.0382, atom 11 (H): 0.0844, atom 12 (C): -0.0064, atom 13 (C): 0.0105, atom 14 (C): 0.2454, atom 15 (H): 0.1322, atom 16 (H): 0.1254, atom 17 (H): 0.1002, atom 18 (H): 0.1431, atom 19 (H): 0.1183, atom 20 (H): 0.1116

=====

In kJ/mol, relative to the most stable structure: 1 116.5; 2 0.0.